The following is a DFT calculation (ωB97M-V with the def2-TZVPD basis set) of a structure of composition C15H40O5.

- Net charge: 0
- Kohn-Sham gap: 9.038 eV

```
60
C15H40O5 ωB97M-V with the def2-TZVPD basis set
C -0.07522 -3.53478 0.12895
C 0.15056 -3.20577 1.54610
C 1.52528 -2.53575 1.79856
O -0.82100 -2.32051 2.12437
H 0.53474 -4.40946 -0.09684
H 0.17797 -2.81475 -0.64922
H -1.09606 -3.87078 -0.05299
H 0.03749 -4.17580 2.03021
H 1.45812 -1.97432 2.73043
H 1.73273 -1.77906 1.04193
H 2.44096 -3.12698 1.80789
H -0.89499 -1.62019 1.47193
C 2.30537 -0.36037 -2.35351
C 2.53535 0.37396 -1.05409
C 1.91493 -0.22541 0.15892
O 3.94250 0.46755 -0.85270
H 2.28169 -1.42932 -2.14165
H 3.15277 -0.19862 -3.01973
H 1.36754 0.01460 -2.76335
H 2.24539 1.41377 -1.20517
H 2.43612 -1.14607 0.42130
H 0.87625 -0.54437 0.07224
H 1.86297 0.51488 0.95727
H 4.07745 0.14843 0.04260
C -2.74150 -0.22370 0.17138
C -1.52399 -1.04523 -0.27631
C -0.90644 -0.52786 -1.56562
O -0.48585 -0.94949 0.69601
H -3.42802 -0.00784 -0.64728
H -2.49506 0.78133 0.51382
H -3.28006 -0.78998 0.93124
H -1.79384 -2.09183 -0.41737
H -1.62884 -0.31938 -2.35478
H -0.27962 -1.35782 -1.89177
H -0.27265 0.34124 -1.38930
H -0.27638 -0.01354 0.73744
C -2.29886 1.60631 -2.65934
C -1.18722 2.20720 -1.74386
C -0.68007 3.51639 -2.19243
O -1.72740 2.37728 -0.46770
H -1.93204 1.30250 -3.63977
H -3.11415 2.32497 -2.74260
H -2.77189 0.68236 -2.32668
H -0.28567 1.62726 -1.54641
H 0.25920 3.62387 -1.64991
H -1.25452 4.36565 -1.82247
H -0.36511 3.57989 -3.23400
H -1.00898 2.46249 0.16335
C 1.07397 1.85001 2.63090
C 0.36638 0.68936 1.88273
C -0.95006 0.26118 2.58554
O 0.05579 1.02051 0.57768
H 2.04067 2.22744 2.29752
H 1.12734 1.59272 3.68875
H 0.39012 2.69870 2.64392
H 0.94505 -0.22732 1.99653
H -1.66529 1.07527 2.46803
H -0.82499 0.41544 3.65729
H -1.28752 -0.71606 2.24027
H 0.03881 1.97969 0.54188
```


The following is a DFT calculation (ωB97M-V with the def2-TZVPD basis set) of a structure of composition C15H41AuO3SbSi3.

- Net charge: +3
- Kohn-Sham gap (spin up / spin down): 8.431 / 6.092 eV
- Spin multiplicity: 3

```
64
C15H41AuO3SbSi3 ωB97M-V with the def2-TZVPD basis set
Au -0.30602 0.17959 0.80701
C -2.26921 1.90715 -1.17822
O -0.89365 1.55358 -0.94400
C -0.15911 1.40056 -2.17097
C 1.25836 1.00974 -1.82777
O 1.28536 -0.18144 -1.03127
C 1.12396 -1.39532 -1.78174
C 0.48417 -2.42366 -0.88091
O -0.78723 -1.97569 -0.39497
C -1.85783 -2.19305 -1.32660
H -2.31558 2.80594 -1.79251
H -2.72120 2.10439 -0.20952
H -2.79071 1.09112 -1.68171
H -0.17341 2.34795 -2.71372
H -0.65402 0.64345 -2.78712
H 1.73478 1.78362 -1.22637
H 1.84694 0.87464 -2.73726
H 2.10314 -1.74304 -2.11818
H 0.50726 -1.21444 -2.66436
H 1.10718 -2.58916 0.00015
H 0.37318 -3.37334 -1.40891
H -1.97091 -3.26037 -1.52100
H -1.68167 -1.67219 -2.26917
H -2.76696 -1.80868 -0.86946
C -1.11585 3.73386 3.03832
Si 0.17834 3.15120 4.19549
C 1.93818 3.38721 3.74384
C -0.25399 2.83063 5.94525
Sb 0.21707 -0.03685 3.23898
Si 2.46062 -1.18310 4.25441
C 2.02088 -2.98054 4.11374
C 3.66051 -0.56654 2.97970
C 2.69661 -0.55247 5.97543
Si -2.51705 -1.79171 3.58589
C -3.72497 -0.75251 2.68100
C -1.76024 -3.21383 2.71444
C -2.51051 -1.75135 5.41804
H -1.20534 4.81800 3.19752
H -2.09534 3.30191 3.24018
H -0.83592 3.58324 1.99573
H 2.15232 4.45035 3.93058
H 2.13784 3.21003 2.68712
H 2.62405 2.81565 4.36825
H -0.23424 3.81364 6.43980
H 0.47278 2.20590 6.46376
H -1.26138 2.43723 6.07677
H 1.71134 -3.27116 3.10886
H 1.25820 -3.28016 4.83407
H 2.92299 -3.55627 4.34886
H 3.36961 -0.82474 1.96008
H 4.62234 -1.05501 3.17298
H 3.82954 0.50901 3.04167
H 1.85135 -0.77792 6.62675
H 2.89920 0.51896 6.00414
H 3.57158 -1.05369 6.40172
H -3.47407 -0.65119 1.62564
H -3.86724 0.22864 3.13309
H -4.69136 -1.27222 2.74235
H -1.43346 -2.95420 1.70499
H -2.55754 -3.96532 2.61553
H -0.94802 -3.68039 3.27135
H -2.76315 -0.77561 5.83125
H -1.58611 -2.12648 5.85675
H -3.30579 -2.44515 5.73048
```


The following is a DFT calculation (ωB97M-V with the def2-TZVPD basis set) of a structure of composition C15H41B2LiN2O.

- Net charge: -2
- Kohn-Sham gap: 3.451 eV

```
62
C15H41B2LiN2O ωB97M-V with the def2-TZVPD basis set
Li -0.93639 0.40405 1.07712
B -2.26363 0.43167 2.04945
H -3.30554 0.71214 2.04798
H -1.92512 0.01089 2.98358
H -2.07119 -0.36914 1.35238
H -1.66470 1.29392 1.80038
B 0.20043 1.02064 2.18747
H -0.43607 1.62335 1.55830
H 1.12893 1.53366 2.38479
H -0.29530 0.65749 3.07439
H 0.38529 0.08717 1.67887
C -1.34047 -2.18164 0.02648
C -1.50461 -0.94235 -0.91572
C -3.06513 -0.79137 -0.98273
C -3.49029 0.54472 -1.68603
C -2.79028 1.77617 -1.06480
C -1.24273 1.64027 -1.00459
N -0.95464 0.32505 -0.42827
O 0.47396 0.12981 0.03871
C -0.85112 2.78037 -0.00358
C -0.55276 2.02290 -2.34420
C -1.02306 -1.33041 -2.31023
H -1.92952 -3.02206 -0.34070
H -1.73306 -1.94160 1.01459
H -0.27434 -2.40621 0.05856
H -3.28293 -0.68777 0.08025
H -3.56919 -1.67626 -1.37132
H -4.52514 0.87481 -1.59533
H -3.22560 0.51084 -2.74286
H -3.12153 1.87998 -0.03155
H -3.03137 2.71674 -1.56009
H -1.10728 3.81819 -0.21670
H 0.22391 2.77413 0.17640
H -1.23987 2.67458 1.00923
H -0.93787 3.03036 -2.50169
H -0.75014 1.36888 -3.19355
H 0.53420 2.08665 -2.39492
H 0.06616 -1.29274 -2.29347
H -1.42099 -0.75717 -3.14757
H -1.26134 -2.35305 -2.60271
C 2.60114 -0.74009 -2.13828
C 3.28591 -0.26015 -0.80384
N 2.41686 -0.36626 0.32502
C 3.01830 0.26480 1.51009
C 4.21170 -0.50217 2.11245
C 1.75876 -1.75744 0.39834
C 0.87683 -1.96929 1.61859
H 3.33472 -0.58009 -2.92845
H 1.68906 -0.20102 -2.39441
H 2.52313 -1.81615 -1.98303
H 4.20393 -0.83978 -0.70708
H 3.68844 0.74455 -0.93291
H 3.15629 1.34162 1.41259
H 2.20847 0.16883 2.23332
H 4.47855 0.05007 3.01352
H 3.95731 -1.56029 2.17395
H 5.07256 -0.40539 1.45090
H 2.57798 -2.47613 0.37691
H 1.13243 -1.93704 -0.47547
H 0.66555 -3.02853 1.76506
H -0.06851 -1.43283 1.53706
H 1.32072 -1.67474 2.56954
```


The following is a DFT calculation (ωB97M-V with the def2-TZVPD basis set) of a cluster of 3 separate species, C15H41BNO3P2S in total.

- Net charge: +1
- Kohn-Sham gap: 8.811 eV

```
64
C15H41BNO3P2S ωB97M-V with the def2-TZVPD basis set
C -1.71768 -5.00125 -2.21084
C -0.98936 -3.85501 -2.86396
O 0.09538 -3.43051 -1.98974
B 0.54541 -2.18114 -1.90854
O 0.45215 -1.30044 -0.90330
S 1.60142 -1.50096 -3.38551
P 3.20576 -0.40543 -2.35049
N 4.39552 -1.26901 -1.95541
P 0.51954 0.11530 -4.51827
C -0.96534 0.23127 -3.48320
O -0.01851 -0.71255 -5.80248
H -2.11915 -4.69377 -1.24439
H -2.56337 -5.29100 -2.83812
H -1.06059 -5.85835 -2.06771
H -0.55126 -4.15092 -3.82190
H -1.67166 -3.01772 -3.02941
H 0.09346 -1.68174 -0.08195
H 3.40728 0.59860 -3.30946
H 2.52022 0.24924 -1.31993
H 4.45663 -2.25438 -2.15681
H -1.58064 1.02823 -3.91287
H -0.69825 0.48351 -2.45383
H -1.56428 -0.68266 -3.50182
H 0.01464 -1.67857 -5.80734
C 1.11915 -2.41428 5.75575
C 2.58056 -2.24492 5.35375
C 2.84627 -0.98727 4.52752
C 2.09962 -0.92842 3.19349
C 2.37376 -2.10818 2.26136
C 3.83218 -2.23241 1.83523
H 0.46786 -2.52289 4.88616
H 0.98241 -3.29999 6.37601
H 0.77028 -1.55147 6.32679
H 2.91504 -3.13121 4.80671
H 3.19729 -2.20045 6.25380
H 3.92070 -0.89634 4.34995
H 2.56547 -0.10928 5.11643
H 2.37484 0.00018 2.68174
H 1.02394 -0.86208 3.38014
H 1.75603 -1.98567 1.36437
H 2.04667 -3.03963 2.73062
H 4.17469 -1.32129 1.33956
H 3.97171 -3.06152 1.14007
H 4.48343 -2.41301 2.69016
C -0.43395 4.22957 -1.18164
C -1.45907 3.28599 -0.56019
C -2.81365 3.30941 -1.26516
C -3.53616 4.65742 -1.24030
C -3.79552 5.21393 0.15895
C -4.68156 4.31813 1.01826
H -0.75500 5.26926 -1.11946
H 0.52957 4.15814 -0.67511
H -0.27661 3.99681 -2.23887
H -1.57804 3.52437 0.49931
H -1.06745 2.26206 -0.59158
H -3.45793 2.54522 -0.82131
H -2.67155 3.01365 -2.31198
H -4.49134 4.54572 -1.76168
H -2.96537 5.39039 -1.81632
H -4.26777 6.19313 0.05595
H -2.84675 5.39242 0.67315
H -5.64602 4.14694 0.53555
H -4.87304 4.77213 1.99033
H -4.22201 3.34469 1.19976
```


The following is a DFT calculation (ωB97M-V with the def2-TZVPD basis set) of a structure of composition C15H41BrN3NbP.

- Net charge: -1
- Kohn-Sham gap: 6.864 eV

```
62
C15H41BrN3NbP ωB97M-V with the def2-TZVPD basis set
C 1.48709 -0.85230 -2.20499
C 1.40115 0.30178 -1.52773
C 0.15603 1.07978 -1.24052
Nb -1.79038 0.00416 -1.16666
Br -1.80012 -0.72426 1.26411
P -4.27159 -0.51960 -1.82625
N -4.55401 -2.04128 -1.45304
H 2.23967 -1.04974 -2.96147
H 0.73290 -1.62255 -2.06118
H 2.32969 0.77396 -1.18847
H 0.20007 1.55056 -0.24533
H 0.19047 1.89522 -1.96540
H -1.67058 -1.68963 -1.85932
H -1.91336 0.69166 -2.79420
H -2.74729 1.49469 -0.70686
H -5.20273 0.30668 -1.15017
H -4.62153 -0.28632 -3.17711
H -3.73675 -2.50630 -1.08456
C -5.31023 3.47245 0.01713
C -6.00518 3.44204 1.36938
N -5.73849 2.22568 2.11561
C -6.59592 2.05531 3.26937
C -6.47798 3.06383 4.42288
C -4.33074 1.90535 2.31310
C -3.45771 2.93896 3.03901
H -5.56690 2.58997 -0.56924
H -5.62405 4.36060 -0.53561
H -4.22484 3.50676 0.10656
H -7.08829 3.48954 1.21588
H -5.73375 4.35698 1.92523
H -6.43321 1.04659 3.65946
H -7.63006 2.07242 2.90783
H -5.57686 2.90554 5.01408
H -7.33282 2.95320 5.09454
H -6.47387 4.09270 4.05976
H -3.87607 1.71805 1.34025
H -4.27790 0.94825 2.83634
H -3.64547 3.95198 2.67700
H -2.40767 2.70908 2.84781
H -3.60180 2.93287 4.11980
C 3.98891 -3.05442 -0.71935
C 5.10960 -2.36850 -1.48072
N 6.28452 -2.09791 -0.66434
C 7.23702 -1.20920 -1.30194
C 7.94311 -1.69060 -2.57721
C 6.84719 -3.24624 0.02381
C 7.30056 -4.44456 -0.82290
H 3.70702 -2.47464 0.16012
H 3.11417 -3.13280 -1.36380
H 4.25620 -4.06292 -0.39902
H 4.74205 -1.40536 -1.84466
H 5.34504 -2.96711 -2.37623
H 7.99128 -0.93619 -0.55749
H 6.70126 -0.28435 -1.53655
H 8.71431 -2.43102 -2.36647
H 8.43021 -0.84413 -3.06581
H 7.23835 -2.12090 -3.28953
H 6.10575 -3.60117 0.74264
H 7.68485 -2.88683 0.62832
H 6.56702 -4.68982 -1.59221
H 7.41269 -5.32299 -0.18402
H 8.25994 -4.27298 -1.30967
```


The following is a DFT calculation (ωB97M-V with the def2-TZVPD basis set) of a cluster of 5 separate species, C15H41FN2O18P5 in total.

- Net charge: +1
- Kohn-Sham gap: 6.697 eV

```
82
C15H41FN2O18P5 ωB97M-V with the def2-TZVPD basis set
O -7.78505 1.06791 0.98558
P -6.57955 2.26600 0.83509
O -7.13347 3.19112 -0.47093
C -6.78731 3.27056 2.42786
N -5.72809 3.14298 3.34543
C -6.13806 3.92250 4.41751
N -7.35239 4.50962 4.16162
C -7.84642 4.12482 2.89715
F -8.98550 4.42695 2.27542
H -8.35940 1.32875 1.73595
H -7.03493 2.57868 -1.23111
H -4.86690 2.59599 3.25268
H -5.53556 4.02779 5.35351
H -7.83009 5.14252 4.80997
C -5.51657 1.59641 -4.11040
O -4.47343 1.58976 -3.12850
P -3.17090 0.49476 -3.35614
O -2.37111 1.26002 -2.31781
O -2.88169 1.08601 -4.84773
C -2.37832 2.40870 -4.97748
O -1.91857 -0.62915 -3.58900
C -1.33665 -1.19652 -2.41874
H -6.48212 1.54649 -3.60009
H -5.46624 2.53063 -4.67184
H -5.44342 0.75519 -4.79897
H -2.47324 2.98758 -4.05819
H -2.94484 2.91460 -5.76102
H -1.32949 2.36285 -5.27364
H -2.10243 -1.41705 -1.67445
H -0.59404 -0.51360 -2.00703
H -0.83566 -2.12444 -2.69631
C 2.76126 -1.85674 2.74210
O 2.01051 -2.24361 1.58533
P 2.83392 -2.35142 0.09358
O 1.67728 -3.13247 -0.50597
O 3.93946 -3.35800 0.74424
C 3.54151 -4.67339 1.10754
O 3.71878 -2.37910 -1.35720
C 3.02133 -2.02327 -2.54701
H 2.22134 -1.06092 3.25983
H 2.84653 -2.71469 3.41053
H 3.75670 -1.49481 2.48540
H 2.45791 -4.79140 1.14107
H 3.94047 -4.88913 2.10008
H 3.96434 -5.38288 0.39503
H 2.35213 -1.18094 -2.36538
H 2.45917 -2.87987 -2.91862
H 3.75421 -1.73722 -3.30329
C 6.09386 2.73863 -7.29184
O 7.10502 2.35685 -6.35352
P 6.70713 1.19846 -5.17210
O 8.15177 0.95179 -4.80854
O 6.19935 0.13937 -6.30342
C 7.16602 -0.50678 -7.12127
O 6.06190 0.18603 -3.97414
C 6.58317 0.33652 -2.65813
H 6.05246 3.82858 -7.33926
H 6.36547 2.35567 -8.27666
H 5.10876 2.36273 -7.01563
H 8.14609 -0.03141 -7.07025
H 6.81970 -0.46748 -8.15538
H 7.25027 -1.55081 -6.81639
H 6.73607 1.39024 -2.42141
H 7.51996 -0.21219 -2.56405
H 5.86412 -0.08632 -1.95402
C -0.95042 -0.45001 9.20737
O -1.81465 -0.90230 8.15844
P -1.12258 -1.24682 6.64195
O -2.34866 -1.98707 6.15918
O -0.03610 -2.26074 7.30755
C -0.47916 -3.52384 7.78972
O -0.28020 -1.34985 5.17413
C -1.00133 -1.01339 3.99387
H -1.38844 0.43952 9.66440
H -0.87733 -1.23205 9.96422
H 0.04693 -0.20207 8.84475
H -1.56367 -3.58018 7.88841
H -0.03680 -3.68805 8.77341
H -0.13308 -4.30513 7.11193
H -1.64215 -0.14669 4.16473
H -1.59684 -1.86559 3.66734
H -0.28206 -0.77425 3.20896
```


The following is a DFT calculation (ωB97M-V with the def2-TZVPD basis set) of a cluster of 7 separate species, C15H41I2O9S in total.

- Net charge: -1
- Kohn-Sham gap: 7.902 eV

```
68
C15H41I2O9S ωB97M-V with the def2-TZVPD basis set
C 6.59173 0.74777 0.30661
C 6.32218 2.06719 -0.63013
I 7.23757 1.96530 -2.62923
C 4.68170 2.37106 -0.74194
I 4.15179 3.42447 1.11886
S 3.67410 0.78121 -1.00672
O 4.40512 -0.25132 -1.93134
O 2.24704 1.10057 -1.55513
O 3.42557 0.12773 0.58400
H 7.68282 0.85819 0.74442
H 5.86201 0.81963 1.24431
H 6.48476 -0.28146 -0.24060
H 6.84801 2.98498 -0.07634
H 4.47358 3.12138 -1.63153
C 1.65364 -0.26924 4.45195
C 0.77542 -1.18905 3.62932
O 0.09948 -0.44523 2.62623
H 1.05374 0.51739 4.92128
H 2.17850 -0.82666 5.23294
H 2.39322 0.23009 3.81753
H 0.02406 -1.66911 4.26319
H 1.36983 -1.97076 3.14625
H 0.77550 -0.02990 2.06364
C 3.10369 -4.67997 2.39917
C 4.22150 -4.09923 3.24016
O 4.78872 -2.97517 2.58355
H 3.47888 -4.98137 1.41564
H 2.65866 -5.55045 2.88944
H 2.32102 -3.93405 2.22650
H 5.01142 -4.84070 3.39190
H 3.85158 -3.78349 4.22057
H 4.08110 -2.31919 2.46121
C 1.60369 0.27003 -5.87896
C 2.72150 0.85077 -5.03797
O 3.28872 1.97483 -5.69458
H 1.97888 -0.03137 -6.86249
H 1.15866 -0.60045 -5.38869
H 0.82102 1.01595 -6.05163
H 3.51142 0.10930 -4.88623
H 2.35158 1.16651 -4.05755
H 2.58110 2.63081 -5.81692
C -3.63922 -0.84264 0.46364
C -4.17247 -0.23024 1.74216
O -3.80269 -1.03138 2.85473
H -4.03010 -1.85676 0.33053
H -3.91962 -0.23922 -0.40435
H -2.54792 -0.92410 0.49877
H -5.26442 -0.17083 1.71191
H -3.77587 0.77916 1.88899
H -2.83113 -1.07077 2.87764
C -3.54502 2.78406 -0.76932
C -4.73131 3.64345 -0.38435
O -5.58681 2.92478 0.49201
H -3.87953 1.86306 -1.25799
H -2.87776 3.32211 -1.44860
H -2.97831 2.48561 0.11869
H -5.30709 3.92121 -1.27211
H -4.40556 4.56037 0.11654
H -5.06837 2.69024 1.28082
C -6.83158 -1.52987 -1.08323
C -7.75275 -0.52717 -1.74661
O -8.02785 0.54289 -0.85461
H -7.28640 -1.92365 -0.16835
H -6.61324 -2.36373 -1.75639
H -5.88864 -1.05596 -0.79155
H -8.70190 -0.99937 -2.01664
H -7.29945 -0.11914 -2.65533
H -7.17945 0.96090 -0.62769
```


Max |F| list, top to bottom, in eV/A: 8.5; 0.2; 8.0; 0.7; 1.7; 9.6; 7.3